Below is a 2-piece molecular cluster, C4H9OS overall, with properties calculated with ωB97M-V/def2-TZVPD.

Properties
Relative energy (zero: lowest compared OMol25 entry of this formula, charge and spin), eV: 0.568
HOMO, eV: -2.74
Kohn-Sham gap, eV: 6.564
Molecular weight, g/mol: 105.18
Calculated total energy, eV: -17176.812
LUMO energy, eV: 3.8211

ORCA input file:
```
! wB97M-V def2-TZVPD RIJCOSX def2/J DEFGRID3
* xyz -1 1
C -1.1078 -0.8694 -0.6826
O -0.2329 -1.3269 0.3100
C -0.4784 0.1495 -1.5987
C -0.3684 -0.0103 -2.9059
H -1.9931 -0.4005 -0.2308
H -1.4487 -1.7260 -1.2727
H -0.1575 -0.5651 0.9603
H -0.1108 1.0383 -1.0950
H 0.0835 0.7424 -3.5440
H -0.7363 -0.9133 -3.3842
C 1.4243 0.7558 2.7216
S -0.2775 1.1204 2.1758
H 1.7193 -0.2752 2.4980
H 2.1580 1.4048 2.2455
H 1.5262 0.8756 3.8026
*
```

Below is C18H15BrEu as an isolated structure, with properties calculated with ωB97M-V/def2-TZVPD.

Properties
HOMO (alpha / beta), eV: -1.37 / -4.83
Kohn-Sham gap (alpha / beta), eV: 4.102 / 5.713
Molecular weight, g/mol: 463.19
Calculated total energy, eV: -108276.474
LUMO energy (alpha / beta), eV: 2.7312 / 0.8860

ORCA input file:
```
! wB97M-V def2-TZVPD RIJCOSX def2/J DEFGRID3
* xyz -1 7
C -1.6064 2.0223 -1.3109
C -1.1206 2.1531 0.0211
C 0.3065 2.0056 -0.0201
H -1.7157 2.3500 0.9073
C 0.6981 1.7615 -1.3730
C -0.4855 1.7767 -2.1718
H -0.5444 1.6228 -3.2495
H -2.6382 2.1261 -1.6141
H 0.9729 2.0230 0.8368
H 1.7126 1.5803 -1.7340
Eu -0.7071 -0.6234 -0.7108
Br -1.8878 -0.5626 1.7616
C -1.6985 -2.6778 -1.8620
C -1.2777 -1.8185 -2.9377
C -2.1631 -0.6938 -2.9692
H -0.4318 -1.9826 -3.6075
C -3.1062 -0.8346 -1.9077
C -2.8287 -2.0642 -1.2304
H -3.3804 -2.4475 -0.3828
H -1.2107 -3.5969 -1.5395
H -2.1542 0.1123 -3.7054
H -3.9158 -0.1473 -1.6690
C 1.0897 -1.1309 1.0069
C 1.8286 -0.9252 1.9981
C 2.7962 -0.5649 2.9675
C 3.6339 0.5039 2.5883
C 4.4434 1.1109 3.5386
C 4.4617 0.6060 4.8556
C 3.7243 -0.5464 5.1870
C 2.8866 -1.1462 4.2441
H 3.5833 0.8640 1.5534
H 5.0416 1.9820 3.2715
H 5.0750 1.0940 5.6208
H 3.8016 -0.9455 6.2122
H 2.2951 -2.0293 4.4803
*
```

Below is C4H8O2 as an isolated structure, with properties calculated with ωB97M-V/def2-TZVPD.

Properties
Relative energy (zero: lowest compared OMol25 entry of this formula, charge and spin), eV: 6.060
HOMO, eV: -7.59
Kohn-Sham gap, eV: 8.426
Molecular weight, g/mol: 88.11
Calculated total energy, eV: -8367.222
LUMO energy, eV: 0.8372

ORCA input file:
```
! wB97M-V def2-TZVPD RIJCOSX def2/J DEFGRID3
* xyz 0 1
O -1.1806 0.5824 -1.5752
C -0.0099 0.4955 -0.7900
C 0.0404 -0.7895 -0.1050
C 1.4743 -1.0843 0.3370
O 1.3435 -0.2661 1.5098
C 0.1187 0.2127 0.9851
H -1.1440 1.3213 -2.1960
H -2.1762 1.1157 0.4425
H 0.8335 1.0351 -1.2004
H -0.7301 -1.5307 -0.2904
H 1.7132 -2.1335 0.5012
H 2.2216 -0.5978 -0.2921
H -2.1456 0.7070 1.0597
H -0.3587 0.9322 1.6138
*
```

Below is the molecule C4H6N2O2, with properties calculated with ωB97M-V/def2-TZVPD.

Properties
Relative energy (zero: lowest compared OMol25 entry of this formula, charge and spin), eV: 6.967
HOMO, eV: -8.89
Kohn-Sham gap, eV: 9.805
Molecular weight, g/mol: 114.10
Structure (SMILES): [H]/N=c1\ccon1OC
Calculated total energy, eV: -11314.075
LUMO energy, eV: 0.9183

ORCA input file:
```
! wB97M-V def2-TZVPD RIJCOSX def2/J DEFGRID3
* xyz 0 1
C 2.0988 1.2147 -0.3737
C -1.2910 -0.4239 1.5336
C -1.7594 -0.9472 0.3825
C -0.8400 -0.6384 -0.6270
H 2.0850 1.8445 0.4611
H 1.9600 1.9981 -1.2057
H 3.2069 0.9834 -0.4077
H -1.4684 -0.7294 2.6765
H -2.6017 -1.6690 0.3470
H -1.6909 -1.4387 -1.9508
N 0.0247 0.4310 -0.0469
N -0.6516 -0.9723 -1.7566
O 1.2615 -0.0087 -0.4489
O -0.3338 0.3560 1.4168
*
```

Below is C7H13NOS2 as an isolated structure, with properties calculated with ωB97M-V/def2-TZVPD.

Properties
Relative energy (zero: lowest compared OMol25 entry of this formula, charge and spin), eV: 5.347
HOMO, eV: -8.52
Kohn-Sham gap, eV: 7.827
Molecular weight, g/mol: 191.32
Calculated total energy, eV: -32671.959
LUMO energy, eV: -0.6917

ORCA input file:
```
! wB97M-V def2-TZVPD RIJCOSX def2/J DEFGRID3
* xyz 0 1
C 0.2918 0.6691 -0.3962
C -2.9299 -1.7908 -0.2192
C -2.8891 -0.2815 0.0917
C -1.9929 -0.8688 -0.9773
C 1.8041 0.5187 1.8144
C 2.4459 2.1463 -0.2311
C 2.0468 0.7692 0.3616
N 0.3032 -1.7029 -1.8698
O -0.0653 -1.7304 0.6691
S -0.4213 1.9260 -1.1003
S -0.2867 -1.0552 -0.5500
H -2.4129 -2.5405 0.4284
H -3.7912 -2.1193 -0.6698
H -3.7376 0.3483 -0.0023
H -2.5558 -0.2330 1.1569
H -2.2920 -0.6005 -2.0594
H 1.5827 1.4949 2.1956
H 2.6024 0.2144 2.3431
H 1.1050 -0.2916 1.8991
H 3.2693 2.4714 0.3336
H 1.5719 2.9556 -0.2137
H 2.8540 2.1191 -1.3101
H 2.3947 -0.1750 0.0490
H 1.1031 -2.2432 -1.7432
*
```

Below is the molecule C7H6N2O2S, with properties calculated with ωB97M-V/def2-TZVPD.

Properties
Relative energy (zero: lowest compared OMol25 entry of this formula, charge and spin), eV: 5.560
HOMO, eV: -8.54
Kohn-Sham gap, eV: 7.959
Molecular weight, g/mol: 182.20
Calculated total energy, eV: -25260.483
LUMO energy, eV: -0.5785

ORCA input file:
```
! wB97M-V def2-TZVPD RIJCOSX def2/J DEFGRID3
* xyz 0 1
C 0.3657 0.8554 -1.5328
C -0.4735 -0.8490 0.8512
C -1.9227 -1.4895 -2.5677
C -0.4808 -0.1489 -1.5791
C -0.9303 -0.9158 -0.3992
C 0.6583 0.0039 1.3373
C 0.9176 1.2625 0.5865
N -1.0739 -0.5727 -2.7607
N 2.2630 1.5972 0.2924
O 3.1171 0.7403 0.4420
O 2.4792 2.7243 -0.1174
S -2.1728 -2.0544 -0.9338
H 0.8401 1.5538 -2.1774
H -0.8913 -1.5086 1.5981
H -2.4867 -1.9314 -3.3685
H 0.4756 0.2492 2.3903
H 1.5770 -0.6017 1.2994
H 0.2721 2.1188 0.7218
*
```

Below is the molecule C4H5NO, with properties calculated with ωB97M-V/def2-TZVPD.

Properties
Relative energy (zero: lowest compared OMol25 entry of this formula, charge and spin), eV: 3.314
HOMO, eV: -8.52
Kohn-Sham gap, eV: 8.860
Molecular weight, g/mol: 83.09
Structure (SMILES): CC(O)=C=C=N
Calculated total energy, eV: -7763.213
LUMO energy, eV: 0.3408

ORCA input file:
```
! wB97M-V def2-TZVPD RIJCOSX def2/J DEFGRID3
* xyz 0 1
C -1.3199 0.2460 -0.0670
C -2.5825 0.4202 -0.1086
C 0.0074 0.4764 0.1399
C 1.0661 -0.5326 -0.2520
N -3.8055 0.0853 -0.2860
O 0.3920 1.7444 0.4462
H 1.0352 -1.3711 0.3428
H 0.7890 -0.9350 -1.1074
H 2.0702 -0.0096 -0.3121
H -4.4191 0.7430 0.1759
H 1.4245 1.6827 0.4302
*
```

Below is a 6-piece molecular cluster, H11O6 overall, with properties calculated with ωB97M-V/def2-TZVPD.

Properties
Relative energy (zero: lowest compared OMol25 entry of this formula, charge and spin), eV: 0.374
HOMO, eV: -5.67
Kohn-Sham gap, eV: 9.608
Molecular weight, g/mol: 107.08
Calculated total energy, eV: -12465.683
LUMO energy, eV: 3.9397

ORCA input file:
```
! wB97M-V def2-TZVPD RIJCOSX def2/J DEFGRID3
* xyz -1 1
O -0.6317 0.0780 -1.5874
H -1.5156 -0.1077 -1.9132
O 0.4311 -2.4342 -1.3091
H 1.3277 -2.3500 -1.6919
H 0.0306 -1.6153 -1.6805
O 0.2111 2.3413 -1.0264
H 1.0311 2.1560 -1.4919
H -0.3119 1.4100 -1.2292
O -0.5240 -0.1121 1.3152
H -0.7193 -0.2330 0.3498
H 0.2916 0.3911 1.2437
O 0.1417 3.0854 1.5557
H 0.3735 2.3856 2.1573
H 0.2717 2.7190 0.6355
O 0.0646 -2.7653 1.8722
H -0.2515 -3.1189 1.0368
H -0.2207 -1.8298 1.7635
*
```

Below is C33H52HfN3O2P2 as an isolated structure, with properties calculated with ωB97M-V/def2-TZVPD.

Properties
HOMO (alpha / beta), eV: -15.98 / -15.79
Kohn-Sham gap (alpha / beta), eV: 5.806 / 5.225
Molecular weight, g/mol: 763.24
Calculated total energy, eV: -63487.742
LUMO energy (alpha / beta), eV: -10.1761 / -10.5623

ORCA input file:
```
! wB97M-V def2-TZVPD RIJCOSX def2/J DEFGRID3
* xyz 3 1
C -1.7749 -1.5842 -1.7745
C 0.5659 -1.8149 -1.4732
C -1.7565 -2.4666 -2.8040
C 0.6322 -2.8400 -2.4126
C -0.5643 -3.1676 -3.1100
H -2.6593 -2.5970 -3.4384
H 1.6421 -3.2471 -2.6949
H -0.5086 -3.9747 -3.8252
N -0.6792 -1.4639 -0.9742
P -2.8836 -0.3020 0.3796
P 2.6503 -0.4517 0.1784
C -2.8648 -0.5729 -1.4568
H -2.5890 0.4072 -1.9214
H -3.8500 -0.8031 -1.9178
C 1.7909 -0.9740 -1.4442
H 2.5721 -1.3335 -2.2430
C 4.1648 0.3549 -0.8877
C 3.3698 -1.3870 1.7873
C -3.6065 1.4313 0.5560
C -4.0169 -1.7204 0.8976
C 3.9729 1.8469 -0.5056
H 3.9952 2.0104 0.5911
H 4.7849 2.4575 -0.9423
H 3.0073 2.2092 -0.8986
C 5.5471 -0.2370 -0.5496
H 5.8375 -0.2135 0.5017
H 5.5943 -1.2746 -0.9083
H 6.3075 0.3297 -1.1101
C 4.1605 0.1800 -2.4604
H 4.9345 0.8169 -2.8911
H 4.4554 -0.8313 -2.7653
H 3.2047 0.4332 -2.8974
C 4.1693 -0.3100 2.5569
H 3.5147 0.5315 2.8182
H 4.5799 -0.7359 3.4836
H 5.0036 0.1084 1.9899
C 2.2167 -1.8631 2.6919
H 1.6142 -1.0208 3.0565
H 1.5479 -2.5666 2.1777
H 2.6429 -2.3669 3.5781
C 4.1766 -2.6071 1.3425
H 5.0959 -2.3449 0.8077
H 4.4584 -3.2024 2.2340
H 3.5721 -3.2443 0.6725
C -4.4067 -1.5274 2.3744
H -5.0333 -2.3879 2.6538
H -3.5243 -1.5236 3.0280
H -4.9959 -0.6135 2.5374
C -3.2722 -3.0486 0.7239
H -3.0681 -3.2729 -0.3291
H -2.3313 -3.0849 1.2823
H -3.9283 -3.8354 1.1265
C -5.2633 -1.7686 -0.0012
H -5.9200 -2.5556 0.3906
H -5.8308 -0.8351 -0.0064
H -5.0032 -2.0312 -1.0322
C -2.7441 2.4201 -0.2593
H -2.8311 2.2355 -1.3366
H -3.1094 3.4395 -0.0667
H -1.6749 2.3873 -0.0038
C -3.6357 1.8685 2.0342
H -2.6273 1.9357 2.4672
H -4.0931 2.8697 2.0802
H -4.2361 1.1931 2.6554
C -5.0273 1.4092 -0.0200
H -5.0502 0.9856 -1.0335
H -5.7193 0.8697 0.6391
H -5.3907 2.4441 -0.0900
Hf -0.4091 -0.1518 0.8959
C -0.8968 -1.6999 2.4105
O -1.1030 -2.4373 3.3382
N 0.4038 1.1033 -0.5571
C 1.1537 0.5630 -1.5491
C 1.1403 1.4114 -2.8085
C 0.9066 2.7551 -2.5549
C 1.2485 1.0229 -4.1435
C 0.7394 3.7119 -3.5626
H 0.8290 3.0712 -1.5301
C 1.1374 1.9800 -5.1451
H 1.4188 -0.0338 -4.3942
C 0.9171 3.3375 -4.9182
H 0.4586 4.6872 -3.2914
H 1.1845 1.7050 -6.1942
H 0.7752 4.0787 -5.7001
C -0.3532 1.2679 4.7147
C 0.1304 1.8254 3.4410
N 0.6856 3.0337 3.4214
O 0.0224 1.1916 2.3490
H -0.2599 2.0252 5.5060
H 0.2366 0.3787 5.0184
H -1.4232 0.9774 4.6356
H 1.0164 3.4553 2.5475
H 0.7290 3.5689 4.2622
*
```

Below is C4H4O2 as an isolated structure, with properties calculated with ωB97M-V/def2-TZVPD.

Properties
Relative energy (zero: lowest compared OMol25 entry of this formula, charge and spin), eV: 5.904
HOMO (alpha / beta), eV: -6.20 / -9.47
Kohn-Sham gap (alpha / beta), eV: 6.962 / 8.054
Molecular weight, g/mol: 84.07
Calculated total energy, eV: -8298.090
LUMO energy (alpha / beta), eV: 0.7581 / -1.4159

ORCA input file:
```
! wB97M-V def2-TZVPD RIJCOSX def2/J DEFGRID3
* xyz 0 3
C 0.9422 1.9558 0.0660
C 1.2260 -0.5928 0.5016
C 0.7986 1.2117 1.0202
C -0.9635 -1.0868 -0.5561
O 0.6282 0.1010 1.6572
O 0.4897 -1.0190 -0.3571
H 1.1532 2.8831 -0.4681
H -1.5274 -0.1662 -0.9239
H -1.5882 -1.3436 0.3296
H -1.1588 -1.9432 -1.2693
*
```

Below is the molecule C17H16N6S3, with properties calculated with ωB97M-V/def2-TZVPD.

Properties
Relative energy (zero: lowest compared OMol25 entry of this formula, charge and spin), eV: 0.084
HOMO, eV: -8.32
Kohn-Sham gap, eV: 8.815
Molecular weight, g/mol: 400.56
Structure (SMILES): Cc1cc(C)n2nc(SCc3nnc(SCc4ccccc4)s3)nc2n1
Calculated total energy, eV: -59334.700
LUMO energy, eV: 0.4963

ORCA input file:
```
! wB97M-V def2-TZVPD RIJCOSX def2/J DEFGRID3
* xyz 0 1
C -2.7418 -0.8933 2.5955
C -2.5335 0.4444 1.9671
N -1.3138 0.9353 1.9993
C -1.1190 2.1146 1.4433
N -0.0082 2.8172 1.3313
C -0.3851 3.9108 0.6487
N -1.6724 3.9693 0.3342
N -2.1547 2.8308 0.8326
C -3.4127 2.3590 0.7884
C -3.6120 1.1313 1.3722
H -4.5955 0.6907 1.3716
C -4.4435 3.1939 0.1199
H -4.5081 4.1612 0.6167
H -5.4123 2.7044 0.1385
H -4.1442 3.3857 -0.9098
S 0.7431 5.1263 0.1758
C 2.2875 4.2850 0.6920
C 2.3207 2.8789 0.2405
N 1.9398 2.4546 -0.9072
N 2.0327 1.1454 -1.0734
C 2.5068 0.5324 -0.0388
S 2.7389 -1.1707 0.0694
C 2.0835 -1.6383 -1.5907
C 2.0237 -3.1249 -1.7008
C 0.9602 -3.8254 -1.1430
C 0.9061 -5.2041 -1.2315
C 1.9159 -5.8985 -1.8764
C 2.9812 -5.2086 -2.4291
C 3.0371 -3.8292 -2.3386
H 3.8709 -3.2929 -2.7679
H 3.7723 -5.7461 -2.9306
H 1.8733 -6.9753 -1.9463
H 0.0748 -5.7387 -0.7961
H 0.1751 -3.2830 -0.6360
H 2.7517 -1.1937 -2.3260
H 1.1000 -1.1764 -1.6623
S 2.9069 1.5958 1.2959
H 3.0867 4.8707 0.2346
H 2.3617 4.3343 1.7776
H -1.7905 -1.2788 2.9486
H -3.4298 -0.8080 3.4352
H -3.1737 -1.5861 1.8755
*
```

Below is C12H24F6O3PRb as an isolated structure, with properties calculated with ωB97M-V/def2-TZVPD.

Properties
Relative energy (zero: lowest compared OMol25 entry of this formula, charge and spin), eV: 0.000
HOMO, eV: -10.21
Kohn-Sham gap, eV: 10.073
Molecular weight, g/mol: 446.75
Calculated total energy, eV: -45231.747
LUMO energy, eV: -0.1384

ORCA input file:
```
! wB97M-V def2-TZVPD RIJCOSX def2/J DEFGRID3
* xyz 0 1
Rb 0.6664 0.8428 -1.0994
P 0.5670 4.1137 -2.5529
F 1.6393 3.7627 -1.3730
F 1.7610 4.6739 -3.4749
F 0.8300 2.6220 -3.2059
F -0.5110 4.4108 -3.6995
F -0.6080 3.4525 -1.6407
F 0.3331 5.5477 -1.8915
C -0.3674 1.5787 3.5848
C 0.9856 2.2043 3.9187
C 1.6668 2.3424 2.5392
O 0.6848 1.9966 1.5504
C -0.6039 2.0578 2.1646
H -1.1676 1.8719 4.2649
H -0.3011 0.4892 3.5943
H 1.5660 1.5906 4.6050
H 0.8794 3.1950 4.3580
H 2.5166 1.6764 2.4029
H 1.9667 3.3768 2.3654
H -1.3037 1.4435 1.5963
H -0.9678 3.0917 2.1254
C 2.4075 -3.0411 1.8743
C 1.3837 -3.6432 0.9185
C 1.4248 -2.6153 -0.2011
O 1.5277 -1.3488 0.4824
C 1.9845 -1.5770 1.8163
H 3.4176 -3.1810 1.4859
H 2.3708 -3.4471 2.8843
H 0.3931 -3.6605 1.3789
H 1.6176 -4.6564 0.5907
H 0.5497 -2.6231 -0.8462
H 2.3510 -2.7396 -0.7690
H 1.1537 -1.4106 2.5111
H 2.7861 -0.8735 2.0419
C -3.1656 -1.3409 -3.4762
C -3.1535 -2.5614 -2.5543
C -2.3777 -2.0311 -1.3590
O -1.4242 -1.1137 -1.8926
C -1.7714 -0.7658 -3.2538
H -3.9327 -0.6282 -3.1660
H -3.3607 -1.5894 -4.5176
H -2.6077 -3.3824 -3.0202
H -4.1585 -2.8898 -2.2942
H -1.8310 -2.8204 -0.8362
H -3.0140 -1.5066 -0.6408
H -1.0773 -1.2145 -3.9700
H -1.7257 0.3207 -3.3189
*
```